{
  "formula": "C14H22N2O2S",
  "method": "the ωB97M-V functional and the def2-TZVPD basis",
  "symbols": ["C", "C", "S", "C", "C", "C", "C", "C", "C", "N", "O", "C", "C", "C", "C", "N", "O", "C", "C", "H", "H", "H", "H", "H", "H", "H", "H", "H", "H", "H", "H", "H", "H", "H", "H", "H", "H", "H", "H", "H", "H"],
  "positions_angstrom": [[0.1826, 4.2721, 3.1837], [-0.4735, 3.4342, 2.1041], [0.6683, 3.2252, 0.6882], [-0.4354, 2.2821, -0.4498], [-1.2053, 3.2477, -1.3351], [0.4461, 1.3127, -1.2318], [-0.3134, 0.3764, -2.1817], [-1.4357, -0.3937, -1.4685], [-0.8868, -1.1662, -0.2983], [-1.4499, -0.9585, 0.8200], [-0.9447, -1.6083, 1.9479], [0.2602, -1.9813, -0.6583], [0.9523, -3.1162, -0.1236], [0.6451, -3.9105, 1.0940], [1.5492, -5.1270, 1.2334], [1.9422, -3.4368, -0.9115], [1.9616, -2.5620, -1.9579], [0.9534, -1.7028, -1.8150], [0.6680, -0.6319, -2.8013], [-0.4965, 4.3933, 4.0253], [1.0935, 3.7921, 3.5327], [0.4401, 5.2543, 2.7952], [-0.7170, 2.4370, 2.4739], [-1.3784, 3.9160, 1.7316], [-1.1130, 1.7279, 0.2027], [-1.9480, 2.7199, -1.9298], [-0.5224, 3.7680, -2.0031], [-1.7216, 3.9899, -0.7299], [1.0093, 0.7136, -0.5131], [1.1685, 1.8931, -1.8112], [-0.7559, 0.9700, -2.9867], [-1.8824, -1.0995, -2.1744], [-2.2186, 0.2780, -1.1203], [-1.5314, -1.3231, 2.6618], [-0.4035, -4.2172, 1.0480], [0.7456, -3.2591, 1.9650], [1.4391, -5.7806, 0.3727], [1.2952, -5.6808, 2.1340], [2.5886, -4.8173, 1.2880], [0.2284, -1.0865, -3.6953], [1.5962, -0.1442, -3.1056]],
  "atomic_forces_ev_per_a": [[-0.03, -0.07, -0.15], [0.17, -0.11, -0.44], [-0.27, -0.18, 0.14], [0.38, 0.33, 0.32], [-0.05, -0.16, 0.13], [-0.23, -0.05, 0.06], [0.12, 0.05, 0.02], [-0.11, 0.20, -0.01], [0.10, -0.19, 0.22], [-0.81, 0.54, 0.46], [0.33, -0.17, -0.44], [0.75, -0.06, -0.58], [-0.01, 0.38, -0.42], [0.22, -0.27, 0.19], [-0.14, 0.08, 0.01], [0.17, -0.88, 0.82], [-0.32, 0.74, -0.51], [-0.53, -0.15, 0.81], [0.07, -0.02, -0.18], [0.00, 0.03, 0.08], [0.09, 0.00, 0.09], [0.03, 0.12, 0.03], [-0.09, 0.05, 0.01], [-0.06, -0.04, 0.08], [0.01, -0.04, -0.04], [-0.14, -0.04, -0.15], [0.04, 0.07, -0.09], [-0.06, 0.06, -0.01], [0.07, 0.02, -0.02], [0.09, -0.02, -0.04], [0.01, -0.08, 0.01], [-0.05, 0.01, -0.01], [-0.01, -0.02, 0.01], [0.07, 0.05, -0.37], [0.02, 0.10, 0.06], [-0.10, -0.07, -0.10], [0.06, -0.12, -0.05], [0.01, -0.06, 0.06], [0.13, -0.06, 0.02], [0.05, 0.02, -0.01], [0.00, 0.00, -0.03]],
  "gap_ev": 9.15,
  "homo_energy_ev": -8.48,
  "e_tot_ha": -1204.76918,
  "molar_mass_g_mol": 282.4,
  "fmax_ev_per_a": 1.21,
  "de_lowest_kj_mol": 171.9,
  "charge": 0
}

{
  "formula": "C11H12NO2",
  "method": "the ωB97M-V functional and the def2-TZVPD basis",
  "symbols": ["C", "C", "C", "C", "C", "C", "C", "C", "C", "N", "H", "H", "H", "H", "H", "H", "H", "H", "H", "C", "C", "O", "O", "H", "H", "H"],
  "positions_angstrom": [[-1.8794, 0.4476, -2.5221], [0.4623, 0.2449, -1.5777], [0.3907, 0.9696, 0.5305], [-0.8892, 0.4690, -1.3558], [-1.0051, 0.8821, -0.0375], [0.6023, 1.1936, 1.8887], [-0.5486, 1.2694, 2.6453], [-2.0865, 1.1748, 0.7894], [-1.8928, 1.3757, 2.1094], [1.2585, 0.6228, -0.5110], [2.5925, -0.1821, -0.5426], [0.8264, -0.2786, -2.5188], [1.6437, 1.2632, 2.2663], [-2.0394, 1.5082, -2.6741], [-2.7185, -0.1672, -2.4370], [-0.2789, 1.5382, 3.6474], [-3.0685, 0.9603, 0.1883], [-2.7250, 1.7249, 2.6581], [-1.2858, 0.1423, -3.4398], [1.1969, -2.0943, 0.3674], [2.6918, -2.2271, 0.0666], [3.2600, -1.0977, -0.3624], [3.2821, -3.2783, -0.1737], [0.8388, -3.0979, 0.5821], [0.5989, -2.0045, -0.6191], [0.7726, -1.3588, 1.0321]],
  "atomic_forces_ev_per_a": [[3.34, 0.86, -0.29], [0.29, 0.41, 0.06], [-1.11, -0.81, -3.50], [0.45, -1.07, -1.72], [2.18, 0.65, 2.06], [0.05, -0.46, -1.07], [-0.30, 1.57, 0.18], [-1.54, -1.50, -3.23], [1.87, -0.05, 0.83], [-0.17, -0.51, -0.11], [-0.09, -1.78, 1.38], [0.03, 1.07, 1.34], [-0.96, -0.16, 0.05], [-1.07, 0.15, -0.34], [-1.57, -0.66, 0.26], [-0.83, -0.05, 0.85], [1.19, 1.05, 1.84], [-0.57, -0.09, 1.17], [-0.74, 0.08, 0.97], [-1.20, -2.09, -1.65], [-0.01, 1.12, -3.09], [-0.39, 1.44, 0.13], [-0.90, 0.39, 1.51], [0.12, -0.21, 0.92], [1.42, 0.50, 1.20], [0.49, 0.15, 0.26]],
  "gap_ev": 7.39,
  "homo_energy_ev": -3.84,
  "e_tot_ha": -631.61681,
  "molar_mass_g_mol": 190.2,
  "fmax_ev_per_a": 3.88,
  "de_lowest_kj_mol": 212.5,
  "charge": -1
}

{
  "formula": "C10H18NO",
  "method": "the ωB97M-V functional and the def2-TZVPD basis",
  "symbols": ["C", "C", "C", "C", "C", "C", "C", "C", "C", "C", "N", "O", "H", "H", "H", "H", "H", "H", "H", "H", "H", "H", "H", "H", "H", "H", "H", "H", "H", "H"],
  "positions_angstrom": [[-2.3816, -2.1343, -2.6267], [-1.2581, -2.6060, -2.1772], [0.7559, 1.9360, 1.1572], [-0.3862, 1.7672, 0.1684], [1.4138, 0.5672, 1.2625], [-0.7001, 0.2818, 0.3572], [0.6143, -0.3719, 0.7722], [-0.0859, 2.0666, -1.2927], [2.8170, 0.3243, 1.4886], [-1.6468, 0.1408, 1.4840], [-0.1595, -2.9425, -1.6617], [0.6451, -1.7680, 0.5164], [-2.1763, -1.5131, -3.4862], [1.4391, 2.6830, 0.9654], [0.2950, 2.1666, 2.2285], [-1.3006, 2.3810, 0.4907], [-3.3438, -2.2039, -2.1551], [-1.1112, -0.2264, -0.4923], [0.5250, 1.4008, -1.7331], [0.3501, 2.9949, -1.1667], [-1.0452, 2.1245, -1.7327], [3.0638, -0.1658, 2.4653], [3.4464, 1.1430, 1.5592], [3.3856, -0.1465, 0.7550], [-1.1439, 0.5123, 2.3108], [-1.7721, -0.8826, 1.7864], [-2.4824, 0.5882, 1.1957], [0.3150, -2.4604, -0.9118], [0.3981, -3.6425, -2.1332], [1.5292, -2.0142, 0.6060]],
  "atomic_forces_ev_per_a": [[1.97, -0.11, 0.36], [-0.81, 0.30, 0.76], [-1.94, -1.57, 3.18], [-1.29, -0.73, 0.34], [0.09, -0.84, -1.63], [0.72, -0.86, 0.50], [-2.45, 1.30, -1.29], [-2.07, 1.17, 3.16], [1.24, -0.81, 3.25], [2.34, -2.83, 0.44], [-0.73, -0.88, -2.43], [-1.01, 1.99, 0.29], [-0.45, 0.43, -0.24], [1.49, 1.72, -0.60], [0.97, -0.19, -2.04], [1.34, -0.72, -0.48], [-0.28, -0.49, -0.12], [-0.24, -0.05, -1.03], [2.20, -2.32, -1.56], [1.00, 2.22, -1.02], [-0.75, 0.20, -1.11], [-0.42, -0.04, -0.68], [0.60, 2.56, 0.37], [0.27, -1.75, -1.71], [0.29, 1.48, 1.82], [-0.59, -0.76, -0.24], [-4.01, 1.89, -0.34], [0.05, 1.38, 1.32], [-0.16, -0.68, 0.06], [2.63, -1.01, 0.67]],
  "gap_ev": 7.14,
  "homo_energy_ev": -11.63,
  "e_tot_ha": -521.43384,
  "molar_mass_g_mol": 168.3,
  "fmax_ev_per_a": 4.45,
  "de_lowest_kj_mol": 395.0,
  "charge": 1
}

> What is the formula in the second record?

C11H12NO2